[1]
C2H6FN3 | ωB97M-V/def2-TZVPD

Results
HOMO ... -9.287 eV
LUMO energy ... 0.79 eV
E_tot ... -9357.63363 eV
Total charge ... 0

Cartesian coordinates (Å):
H -0.0243 2.3894 -0.4847
N -0.7998 1.7568 -0.2643
C -0.3586 0.5992 -0.0129
C -1.4382 -0.3812 0.3251
F -1.5115 -1.5036 -0.4770
N 0.9402 0.2601 -0.0818
N 1.3814 -1.0491 -0.0415
H -2.3985 0.1852 0.2677
H -1.2118 -0.6950 1.3594
H 1.6072 0.9572 -0.4108
H 2.0070 -1.1758 0.7516
H 1.8069 -1.3431 -0.9307

Cartesian forces (eV/Å) of the 6 atoms listed first:
H -0.177 0.119 0.076
N 0.096 1.362 -0.067
C -1.132 0.004 -1.320
C -0.278 -0.086 1.146
F 0.152 0.170 -0.095
N 1.512 -0.005 -0.105



[2]
C2H6FNO2S | ωB97M-V/def2-TZVPD

Results
HOMO ... -10.964 eV
LUMO energy ... 0.47 eV
E_tot ... -21306.45911 eV
Total charge ... 0

Cartesian coordinates (Å):
C -1.9372 0.2351 0.9309
C -0.5992 -0.3098 -0.3180
N 1.9369 -0.3326 -1.0910
O 1.0282 1.8240 -0.2710
O 1.5045 0.0082 1.3315
F -0.3777 -1.6716 -0.0470
S 1.0785 0.3994 0.0289
H -2.7339 -0.6537 0.9792
H -1.4422 0.7130 1.8436
H -2.5607 1.0440 0.3260
H -0.9389 -0.1334 -1.2452
H 2.6858 0.1550 -1.6247
H 2.3560 -1.2775 -0.8432

Cartesian forces (eV/Å) of the 6 atoms listed first:
C 0.094 0.147 -3.477
C -0.348 -0.588 7.410
N 2.930 -2.502 -1.763
O -0.004 -1.500 -0.168
O -0.256 -0.537 0.214
F -0.485 0.762 -0.744



[3]
C2H6FP | ωB97M-V/def2-TZVPD

Results
HOMO ... -9.811 eV
LUMO energy ... 0.45 eV
E_tot ... -14176.86318 eV
Total charge ... 0

Cartesian coordinates (Å):
C 0.0749 1.3658 -0.1933
P -0.6659 -0.1601 -0.8103
C 0.4413 -1.3201 0.1675
F -2.1630 -0.1242 0.4639
H -0.7349 2.0563 -0.2355
H 0.9509 1.6365 -0.7681
H 0.4310 1.1786 0.7851
H 0.4937 -2.1568 -0.6381
H -0.1577 -1.7614 0.9808
H 1.3297 -0.7146 0.2479

Cartesian forces (eV/Å) of the 6 atoms listed first:
C -0.128 -0.639 -0.562
P -2.525 -0.557 2.823
C -2.149 -1.391 -3.266
F 2.913 -0.021 -2.379
H -0.177 1.090 0.058
H -0.042 0.305 -0.546



[4]
C2H6IN | ωB97M-V/def2-TZVPD

Results
HOMO (spin up / spin down) ... -8.373 / -9.011 eV
LUMO energy (spin up / spin down) ... -0.83 / -0.02 eV
E_tot ... -11757.16710 eV
Total charge ... 0

Cartesian coordinates (Å):
C 0.8261 -1.7627 0.0361
C -0.0728 1.3709 -0.0449
N -0.9314 0.3208 -0.5275
I -2.7377 -0.0650 0.2332
H 0.2031 -2.5280 -0.3077
H 1.4333 -1.2160 -0.6543
H 0.7621 -1.3806 1.0685
H 0.3979 1.1381 0.9720
H 0.6352 1.6764 -0.8160
H -0.5158 2.4461 0.0405

Cartesian forces (eV/Å) of the 6 atoms listed first:
C 0.374 1.542 1.246
C -0.670 2.267 1.449
N 0.802 -0.068 -0.895
I 0.103 0.344 0.446
H -0.752 -0.981 -0.310
H 0.243 0.042 -0.228



[5]
C2H6IN | ωB97M-V/def2-TZVPD

Results
HOMO ... -8.849 eV
LUMO energy ... -0.04 eV
E_tot ... -11759.48236 eV
Total charge ... 0

Cartesian coordinates (Å):
C -0.8030 -0.0487 -1.0085
N 0.4303 -0.6818 -0.0062
C 0.2677 0.2198 1.1630
I 2.3122 -0.4232 -0.9460
H -1.1596 -0.9406 -1.4616
H -1.5235 0.4001 -0.2709
H -0.2658 0.5800 -1.5728
H 0.8742 -0.3536 1.8772
H 0.6700 1.1359 0.9195
H -0.8025 0.1120 1.3064

Cartesian forces (eV/Å) of the 6 atoms listed first:
C 0.974 -3.110 4.713
N -2.494 1.251 -2.193
C 0.927 -4.133 -0.210
I -0.826 -0.030 0.389
H -0.529 -0.318 -0.779
H 0.644 -0.360 -1.380



[6]
C2H6IN2 | ωB97M-V/def2-TZVPD

Results
HOMO (spin up / spin down) ... -12.549 / -13.728 eV
LUMO energy (spin up / spin down) ... -6.71 / -4.68 eV
E_tot ... -13240.88183 eV
Total charge ... +1

Cartesian coordinates (Å):
C -0.7229 -0.2704 0.0951
C 1.8632 1.6678 -0.1838
N -0.1089 -1.3172 0.2172
N -1.9611 -0.0234 0.0540
I 2.9943 -0.0342 0.1742
H 1.3085 1.6390 -1.0546
H 1.4238 2.1263 0.7226
H 0.8705 -1.4243 0.0738
H -0.5828 -2.2757 0.0451
H -2.5274 0.7441 -0.1960
H -2.5572 -0.8321 0.0524

Cartesian forces (eV/Å) of the 6 atoms listed first:
C 0.157 4.695 -0.529
C -0.116 -1.267 2.835
N 0.117 -6.506 -0.348
N -2.204 -1.309 0.044
I 0.152 0.759 -0.190
H -0.737 0.318 -1.935



[7]
C2H6IN2O | ωB97M-V/def2-TZVPD

Results
HOMO (spin up / spin down) ... -13.015 / -12.918 eV
LUMO energy (spin up / spin down) ... -5.38 / -5.26 eV
E_tot ... -15288.12340 eV
Total charge ... +1

Cartesian coordinates (Å):
C -0.8645 -0.7998 -0.3214
C 0.8973 0.7024 0.3920
N -2.9695 -1.4151 0.1712
N -0.6474 -1.2625 -1.4656
O -0.4206 0.1041 0.4342
I -4.2212 0.1597 0.0372
H 0.9510 1.3401 1.3123
H 0.9124 1.1946 -0.5585
H 1.6706 -0.0866 0.3791
H -2.9433 -1.7415 1.1628
H -1.0828 -1.9813 -1.9799
H 0.1860 -0.9607 -1.9727

Cartesian forces (eV/Å) of the 6 atoms listed first:
C -4.721 0.067 3.037
C 0.833 -0.125 0.373
N 1.848 -0.091 -0.434
N 3.261 0.922 -1.787
O -0.421 -1.194 0.075
I 0.315 -0.098 0.210



[8]
C2H6IN2O | ωB97M-V/def2-TZVPD

Results
HOMO ... -13.938 eV
LUMO energy ... -3.93 eV
E_tot ... -15291.60613 eV
Total charge ... +1

Cartesian coordinates (Å):
C -0.6475 0.5897 -0.3493
C 0.4914 -0.5431 0.6371
N -1.8961 0.5917 -0.1627
N 1.7010 -0.2036 0.0491
O 0.0316 1.3008 -1.0963
I -0.2744 -2.5149 0.2610
H 0.2177 -0.3826 1.5994
H -2.3317 -0.0103 0.5178
H -2.6089 1.1062 -0.7834
H 1.9300 -0.9690 -0.5882
H 1.0605 0.7053 -0.8089
H 2.3264 0.3299 0.7245

Cartesian forces (eV/Å) of the 6 atoms listed first:
C 3.131 -1.775 2.148
C -4.157 0.210 -4.127
N -4.332 0.961 -1.030
N -0.104 1.567 0.280
O 1.485 -1.000 -0.143
I 0.349 0.204 -0.025



[9]
C2H6INO2S | ωB97M-V/def2-TZVPD

Results
HOMO (spin up / spin down) ... -8.655 / -8.657 eV
LUMO energy (spin up / spin down) ... -1.36 / -1.38 eV
E_tot ... -26686.65564 eV
Total charge ... 0

Cartesian coordinates (Å):
C -0.9066 0.0150 -0.0090
C 0.4904 -0.4106 -0.4495
N 3.6400 -0.6884 0.7518
O 1.2857 1.9850 0.4390
O -1.2485 1.2891 -0.4571
S 1.7520 0.5914 0.4561
I 5.2339 -0.0623 -0.0773
H -1.6507 -0.6713 -0.4353
H -0.9728 -0.0543 1.0905
H 0.6367 -0.2252 -1.5122
H 0.7119 -1.4463 -0.2074
H -0.5576 1.9074 -0.1614
H 1.3253 0.1161 1.7008

Cartesian forces (eV/Å) of the 6 atoms listed first:
C -0.066 -0.318 0.181
C 0.376 0.360 0.329
N -1.112 -0.530 0.579
O -0.066 1.047 -0.244
O -0.033 0.516 -0.192
S -0.857 -1.101 0.671



[10]
C2H6INOS | ωB97M-V/def2-TZVPD

Results
HOMO (spin up / spin down) ... -9.412 / -9.411 eV
LUMO energy (spin up / spin down) ... -2.11 / -2.12 eV
E_tot ... -24642.10585 eV
Total charge ... 0

Cartesian coordinates (Å):
C -1.5255 -0.4064 0.4580
C 0.0061 -0.7567 0.4781
S 0.8646 0.6873 -0.1751
N 0.3994 0.8090 -1.6398
O 0.7311 1.7694 0.7554
I 3.5647 -0.4146 -0.1101
H -1.8951 -0.0883 -0.5092
H -2.1594 -1.2528 0.8829
H -1.6276 0.4231 1.1507
H 0.4861 -1.3618 -0.3453
H 0.2824 -0.7687 1.4810
H 0.8732 1.3605 -2.4266

Cartesian forces (eV/Å) of the 6 atoms listed first:
C 0.157 -1.183 0.642
C -0.892 1.101 -3.496
S -0.056 0.747 -2.277
N 1.547 0.069 0.253
O 0.696 0.381 0.356
I -1.644 0.697 0.057



[11]
C2H6IO2 | ωB97M-V/def2-TZVPD

Results
HOMO ... -3.456 eV
LUMO energy ... 3.07 eV
E_tot ... -14368.36438 eV
Total charge ... -1

Cartesian coordinates (Å):
I -4.2777 -1.3066 0.1948
C -0.3339 0.4739 -0.0569
C 1.2015 0.3570 0.0634
O 1.6663 -0.8182 -0.4887
O -0.8646 -0.8955 0.2748
H -0.5694 0.8118 -1.0662
H -0.7928 1.2761 0.5210
H 1.3604 0.4696 1.1359
H 1.7588 1.1090 -0.4952
H 2.6173 -0.7867 -0.6162
H -1.7661 -0.6905 0.5334

Cartesian forces (eV/Å) of the 6 atoms listed first:
I -0.151 0.124 0.073
C 0.280 -2.077 -0.794
C -0.828 1.415 0.490
O 0.043 -1.953 -0.331
O 1.454 3.088 -0.486
H -0.281 -0.730 -0.504



[12]
C2H6InO2 | ωB97M-V/def2-TZVPD

Results
HOMO ... -22.615 eV
LUMO energy ... -20.40 eV
E_tot ... -11398.35176 eV
Total charge ... +3

Cartesian coordinates (Å):
In 5.9348 1.6212 1.5999
C -0.1766 -0.4963 0.5078
C -1.1757 -0.2256 -0.5564
O -0.4479 0.0909 -1.8068
O 0.6991 0.6139 0.8652
H 0.2220 -1.4977 0.3454
H -0.6846 -0.6541 1.4591
H -1.9088 0.5358 -0.2900
H -1.7649 -1.1386 -0.6421
H -0.8886 -0.2399 -2.5929
H 0.1913 1.3906 1.1110

Cartesian forces (eV/Å) of the 6 atoms listed first:
In 0.477 0.110 0.098
C 4.413 2.114 2.069
C -0.937 -0.286 -4.697
O -0.881 0.184 5.126
O -0.726 -4.197 -1.667
H 1.750 0.530 -0.569



Relative energy (zero: lowest compared OMol25 entry of this formula, charge and spin): 10.3, 31.9, 19.8, 80.7, 27.3, 100.8, 96.2, 15.9, 90.2, 20.8, 26.2, 18.4 (kcal/mol)